No. 1
A molecular structure, C3H6N2O2S, computed with ωB97M-V with the def2-TZVPD basis set.

```
14
Properties=species:S:1:pos:R:3:forces:R:3
C -0.12925 -0.70770 -0.16802 -0.661 -0.961 -0.547
C 0.46094 1.79815 -1.04061 -1.612 -0.783 0.220
C -0.46107 -2.16139 0.19106 2.031 0.842 0.004
N -0.20982 -0.48951 -1.42077 -0.256 -0.900 0.112
N 0.25644 -0.02496 0.99385 -0.120 0.372 1.204
O -0.38792 2.34963 1.83698 -0.541 0.597 0.309
O 0.13911 0.66129 -2.05442 1.232 3.186 3.566
S 0.72770 1.64588 1.26015 -0.391 -2.466 -3.761
H -0.38549 2.50437 -0.91818 0.127 -0.812 -0.150
H 1.29944 2.31555 -1.41220 1.151 0.356 -0.397
H 0.56452 -2.50562 0.48913 -0.901 -0.290 0.016
H -0.73499 -2.75595 -0.71591 -0.476 0.645 1.247
H -1.04819 -2.07288 1.12237 -0.422 -1.018 -0.765
H -0.09143 -0.55684 1.83659 0.838 1.231 -1.059
```
Positions in Å, forces in eV/Å.

Calculated values
2S+1: 1
DFT total energy: -21113.51064 eV
LUMO: -0.5 eV

=====

No. 2
2 unconnected molecules or ions with the total composition C6H12N2O, computed with ωB97M-V with the def2-TZVPD basis set.

```
21
Properties=species:S:1:pos:R:3:forces:R:3
H -1.62131 -0.41112 1.74481 0.507 -0.269 0.629
N -0.95230 -1.10282 1.42026 -0.778 0.886 -0.915
C -0.26321 -0.82681 0.36440 1.973 -0.824 1.324
C -0.28447 -1.78617 -0.80398 -0.117 0.650 -0.551
C 1.33678 -0.31430 0.74198 -1.068 -1.006 0.403
C 2.47312 -0.89391 0.33613 -0.580 -0.029 -0.102
H 0.26072 -2.69200 -0.54461 0.024 0.094 0.148
H 0.17696 -1.33089 -1.68018 0.151 -0.142 -0.099
H -1.32051 -2.04980 -1.03704 0.144 0.017 0.121
H 1.31121 0.07669 1.75883 -0.152 -0.033 -0.016
H 3.28515 -1.09202 1.03058 0.146 0.536 -0.173
H 2.60264 -1.26121 -0.67601 -0.136 -0.257 0.044
C -1.67001 1.76029 0.31518 0.028 -0.230 -0.041
N -0.83340 0.88390 -0.49552 1.332 0.316 -0.344
C 0.56055 1.31460 -0.76522 -1.936 0.617 -2.488
O 1.03198 1.09671 -1.86830 -0.208 0.071 1.752
H -1.08693 2.24060 1.10031 0.106 0.077 -0.180
H -2.43670 1.17645 0.82229 -0.090 -0.145 -0.040
H -2.16535 2.49610 -0.31974 0.054 0.140 0.186
H -1.28173 0.59984 -1.36416 0.236 0.082 0.109
H 0.87679 2.11587 -0.08002 0.364 -0.551 0.232
```
Positions in Å, forces in eV/Å.

Calculated values
2S+1: 1
DFT total energy: -11439.75688 eV
LUMO: 0.3 eV

=====

No. 3
11 unconnected molecules or ions with the total composition C5H34N2O11, computed with ωB97M-V with the def2-TZVPD basis set.

```
52
Properties=species:S:1:pos:R:3:forces:R:3
C -0.20369 -1.61890 -2.37386 -0.175 0.134 -0.396
C 0.98004 -1.21063 -1.48877 -0.079 1.913 1.095
C 1.06181 0.37686 -1.30082 0.022 -2.347 0.909
C 2.15822 0.72286 -0.27780 0.245 0.508 0.604
O 2.50708 2.09387 -0.27439 0.046 0.989 -0.235
N 0.94005 -1.67418 -0.09372 0.441 -1.382 -0.804
C 0.88970 -3.12367 0.10898 -0.632 -0.887 0.079
N -0.41831 -3.82873 0.19599 0.300 0.557 -0.070
H 0.20964 -2.24528 -3.15126 -0.349 -0.350 -0.415
H -0.97375 -2.14885 -1.83116 0.093 -0.367 0.286
H -0.80640 -0.82569 -2.84317 0.757 0.247 0.101
H 1.93238 -1.58658 -1.93650 -0.566 0.204 0.347
H 1.22338 0.80174 -2.26902 -0.009 0.702 -0.400
H 0.06028 0.65494 -0.93403 0.366 0.276 -0.176
H 3.13778 0.27653 -0.46381 -0.475 -0.277 -0.465
H 1.93722 0.44913 0.76821 -0.388 -0.232 -0.793
H 1.77144 2.64541 0.01385 -0.137 -0.257 -0.074
H 0.19098 -1.23529 0.41073 -0.317 0.225 0.088
H 1.35251 -3.65999 -0.75243 0.383 0.684 0.803
H 1.39220 -3.33213 1.07063 0.057 -0.136 -0.607
H -0.90191 -3.74066 -0.68402 -0.035 -0.144 -0.250
H -1.04821 -3.38850 0.85208 0.055 0.126 0.348
O -3.11793 -1.59852 0.00708 0.277 -0.048 0.577
H -3.35046 -0.75160 0.42841 -0.270 0.024 -0.717
H -3.95640 -2.04986 -0.12848 -0.011 0.049 0.010
O -0.52275 3.45394 1.51799 1.472 -0.074 0.131
H -0.16251 2.52695 1.64836 -0.542 0.866 0.001
H 0.22538 4.06196 1.63625 -0.417 -0.254 -0.111
O -2.97413 2.92650 1.22718 0.524 -0.100 -0.311
H -2.09122 2.76554 0.80770 -1.158 0.387 0.434
H -2.72043 3.45239 1.99261 -0.024 -0.029 -0.040
O -1.97640 1.53176 -2.74260 0.022 -0.309 0.259
H -2.65961 1.48669 -2.05624 0.121 0.153 -0.231
H -2.13115 2.32011 -3.26623 -0.193 0.114 0.105
O -2.62761 -0.64770 3.22980 -0.251 -0.311 -0.845
H -2.92298 -1.05553 2.38912 0.233 0.100 0.661
H -3.45029 -0.36487 3.64416 0.115 0.073 0.039
O 5.35117 -0.73368 -0.68499 -0.681 -0.152 -0.910
H 5.16287 -0.69466 -1.63819 0.928 0.196 -0.083
H 4.42314 -0.77839 -0.43996 0.015 -0.203 0.983
O 3.58470 0.61984 -3.22120 0.132 -0.371 -0.044
H 3.10150 1.41200 -3.47033 0.023 0.076 0.094
H 2.97621 0.12140 -2.66177 0.089 0.207 -0.192
O 1.67306 0.49585 4.16795 0.449 0.114 -0.487
H 2.50179 0.86516 4.50573 -0.301 0.026 0.170
H 1.91845 0.27499 3.25687 0.192 -0.335 0.198
O -0.03466 0.94956 1.95130 0.495 -0.113 -0.036
H -0.68766 0.24861 1.86663 -0.172 0.078 0.515
H 0.38078 0.91702 2.83090 -0.692 -0.161 0.035
O -4.19193 0.97112 0.11432 -0.401 0.445 0.308
H -4.11417 1.74608 0.73022 0.377 -0.487 -0.518
H -4.99919 1.12504 -0.38828 0.044 -0.152 0.030
```
Positions in Å, forces in eV/Å.

Calculated values
2S+1: 1
DFT total energy: -31238.62775 eV
LUMO: 0.0 eV

=====

No. 4
2 unconnected molecules or ions with the total composition C5H14NO, computed with ωB97M-V with the def2-TZVPD basis set.

```
21
Properties=species:S:1:pos:R:3:forces:R:3
C 0.20130 -0.57631 -0.50687 -0.228 -0.639 -2.852
C 0.92296 0.50892 0.34116 2.473 -2.954 0.196
C 0.33076 0.35223 1.70490 -0.216 -1.020 0.283
C -0.72060 1.05309 2.11144 0.663 0.772 2.648
C 0.82703 -0.81527 2.66655 2.607 1.699 -2.770
N -0.63430 0.40948 -1.33069 -1.301 -1.624 0.985
H 0.77439 -1.18221 -1.29559 -0.099 1.264 1.099
H -0.43923 -1.41740 -0.05805 0.759 1.952 0.010
H 1.10502 1.49800 -0.21900 -0.914 -1.421 1.302
H 1.95016 0.06097 0.44892 -0.465 0.742 -0.042
H -0.83491 1.32030 3.20348 -0.531 -1.323 -1.014
H -1.33651 1.64118 1.50453 -0.296 1.266 -1.112
H 0.24277 -0.57917 3.46722 -1.220 -0.156 2.740
H 0.78646 -1.89828 2.39648 -0.458 1.103 -0.393
H 1.90381 -0.58425 2.85481 -0.671 -0.398 0.255
H -1.26888 -0.04288 -2.01661 0.412 0.331 0.072
H -1.18432 0.85808 -0.56667 -0.144 0.416 -0.934
H 0.03920 1.07795 -1.81432 -0.273 0.069 -0.329
H -1.60537 -0.37705 -4.57536 0.109 0.071 0.344
H -0.14804 -0.84579 -4.42196 -0.952 0.632 1.015
O -0.91171 -0.46159 -3.89437 0.742 -0.781 -1.503
```
Positions in Å, forces in eV/Å.

Calculated values
2S+1: 2
DFT total energy: -8943.81428 eV
LUMO (spin up / spin down): 1.0 / 0.7 eV

=====

No. 5
2 unconnected molecules or ions with the total composition C3H4BrN, computed with ωB97M-V with the def2-TZVPD basis set.

```
9
Properties=species:S:1:pos:R:3:forces:R:3
C -0.57283 1.35749 -0.14759 0.109 0.875 0.189
C -0.27854 -1.02666 0.32344 1.415 0.291 -2.513
C 0.32081 0.25511 -0.11632 4.848 1.526 0.906
N -1.19383 2.31907 -0.23023 -0.389 0.042 0.102
Br 1.22482 0.28687 -1.90559 -0.480 -0.399 0.727
H 0.28475 -1.90492 0.13454 0.867 -0.594 -0.947
H -1.17464 -1.05284 -0.22500 -1.670 -0.598 0.000
H -0.27121 -1.04011 1.32848 -1.177 0.321 3.662
H 1.66067 0.80599 0.83826 -3.523 -1.464 -2.126
```
Positions in Å, forces in eV/Å.

Calculated values
2S+1: 1
DFT total energy: -74704.96699 eV
LUMO: -0.6 eV

=====

No. 6
A molecular structure, C38H45AsN3O2S3W, computed with ωB97M-V with the def2-TZVPD basis set.

```
93
Properties=species:S:1:pos:R:3:forces:R:3
W -0.52285 0.05104 -1.03163 -0.621 -0.515 0.013
N 0.36782 -2.02452 -1.23549 0.153 -0.062 0.085
C 0.11868 -2.81286 -2.46628 0.010 0.036 -0.057
C 0.23432 -1.80466 -3.58066 -0.016 0.001 0.068
N -0.66378 -0.67479 -3.22353 0.024 -0.030 -0.118
C -2.08755 -0.89072 -3.64590 -0.003 0.026 0.017
C -2.97404 -1.17674 -2.44900 0.029 -0.065 -0.054
N -2.73507 -0.08142 -1.48151 0.006 0.081 0.026
H 0.09452 -2.54463 -0.40375 0.004 -0.015 -0.054
H 1.38404 -1.91740 -1.15407 -0.043 -0.042 0.027
H 0.84044 -3.62498 -2.56148 -0.007 0.042 -0.023
H -0.87651 -3.25575 -2.41400 0.020 0.029 -0.033
H 1.25505 -1.41267 -3.62078 -0.048 -0.041 -0.003
H -0.01598 -2.20700 -4.56322 0.002 -0.025 0.054
H -0.34488 0.14780 -3.73132 -0.001 -0.066 0.018
H -2.42103 0.02856 -4.13433 -0.032 -0.049 0.040
H -2.13995 -1.68750 -4.38883 -0.029 0.003 0.062
H -4.02419 -1.23673 -2.74280 0.072 0.025 -0.038
H -2.70733 -2.11543 -1.95747 -0.043 0.030 -0.061
H -3.02968 0.80081 -1.90715 -0.019 -0.024 0.091
H -3.31488 -0.17429 -0.64823 0.050 -0.077 -0.085
O -0.80830 -1.06749 0.82744 0.311 -0.198 0.015
S -1.74714 -1.81667 1.79397 -0.270 0.173 -0.011
C -1.38436 -1.22638 3.45952 -0.038 -0.103 -0.051
C -1.79927 0.22457 3.67903 0.005 -0.013 0.009
C -0.74404 1.23099 3.20800 0.117 -0.065 -0.189
C -1.28523 2.58379 2.76025 -0.094 0.011 -0.053
S -1.65132 2.68824 0.95581 0.246 0.162 -0.016
O -1.10399 1.33594 0.45836 -0.271 -0.114 0.148
C -3.40994 2.57853 0.84333 -0.012 0.099 0.010
C -4.03866 3.77982 0.53990 -0.132 -0.132 -0.008
C -5.42824 3.81260 0.47194 0.084 0.009 -0.017
C -6.15885 2.65551 0.67698 -0.044 0.013 -0.010
C -5.51696 1.45219 0.96172 0.052 -0.037 0.011
C -4.13771 1.40809 1.05525 0.084 0.032 0.080
C -1.13073 -3.46305 1.87892 0.056 -0.050 -0.006
C -2.05675 -4.49064 1.75391 0.038 -0.023 -0.018
C -1.61429 -5.80400 1.84557 -0.011 0.004 -0.010
C -0.26846 -6.06801 2.04211 0.003 0.015 0.000
C 0.65278 -5.02897 2.15499 -0.010 -0.012 -0.003
C 0.22668 -3.71629 2.08220 -0.020 0.077 0.015
H -0.33811 -1.42809 3.69599 0.028 0.038 -0.062
H -2.00065 -1.91097 4.04986 0.025 0.001 0.076
H -1.98204 0.35535 4.74671 -0.006 -0.006 -0.005
H -2.76688 0.39076 3.20304 0.005 0.069 -0.027
H -0.16408 0.80917 2.38329 -0.021 0.037 0.140
H -0.02119 1.41220 4.00506 -0.057 0.040 0.055
H -0.54139 3.36206 2.91495 -0.003 0.041 -0.042
H -2.21035 2.89125 3.24748 0.002 -0.037 0.101
H -3.46272 4.67524 0.35474 0.066 0.070 -0.008
H -5.93068 4.74153 0.24620 -0.024 0.040 -0.006
H -7.23769 2.68539 0.61607 -0.027 -0.008 0.005
H -6.10011 0.55708 1.12778 -0.021 -0.028 0.012
H -3.62963 0.48401 1.31211 -0.044 0.046 -0.005
H -3.10524 -4.27446 1.59963 -0.057 0.017 -0.001
H -2.32179 -6.61618 1.76405 -0.026 -0.030 -0.002
H 0.07192 -7.09047 2.11626 0.010 -0.058 0.001
H 1.69672 -5.25307 2.32183 0.037 0.008 0.009
H 0.93049 -2.89938 2.19759 -0.002 -0.001 -0.007
S -0.53262 2.04605 -2.33102 0.015 0.463 -0.115
C 1.11520 2.71314 -2.52873 -0.106 0.007 -0.078
C 1.25909 3.81703 -3.36468 0.056 -0.036 0.033
C 2.51253 4.38053 -3.53744 -0.012 -0.007 -0.001
C 3.62468 3.86152 -2.88378 -0.012 -0.031 0.019
C 3.48155 2.76848 -2.04773 -0.010 0.022 -0.027
C 2.22460 2.18708 -1.88196 0.080 0.013 0.057
As 1.93037 0.76519 -0.64545 0.537 0.089 0.041
C 3.20471 -0.62705 -1.06377 0.069 0.018 0.079
C 3.40649 -1.68331 -0.16743 -0.059 0.030 -0.009
C 4.26441 -2.72383 -0.49776 -0.037 0.045 0.018
C 4.91612 -2.72051 -1.72358 0.017 -0.020 0.000
C 4.70988 -1.68197 -2.61871 -0.010 0.031 -0.013
C 3.85546 -0.63503 -2.29592 -0.020 0.029 0.021
C 2.44986 1.56775 1.03246 0.112 -0.035 0.019
C 1.85865 2.79103 1.34558 -0.004 0.025 -0.091
C 2.26295 3.48208 2.47612 -0.026 0.012 0.009
C 3.24874 2.95399 3.30095 -0.016 0.011 0.001
C 3.84582 1.74568 2.98181 -0.027 -0.032 -0.056
C 3.45718 1.05149 1.84091 -0.072 -0.022 0.041
H 0.40153 4.23401 -3.87267 -0.059 0.010 -0.023
H 2.62162 5.23766 -4.18611 0.007 0.037 -0.030
H 4.59528 4.31459 -3.02110 0.042 0.017 -0.004
H 4.34555 2.37617 -1.52220 -0.043 -0.018 0.008
H 2.90257 -1.69287 0.79551 0.020 0.013 -0.031
H 4.43630 -3.52797 0.20443 -0.001 -0.015 0.021
H 5.59339 -3.52359 -1.97710 0.020 -0.031 -0.006
H 5.22686 -1.67667 -3.56758 0.020 0.004 -0.045
H 3.71989 0.17910 -2.99794 -0.013 0.002 0.013
H 1.13200 3.24031 0.67169 0.044 -0.030 0.026
H 1.83527 4.45028 2.70152 -0.015 0.028 -0.002
H 3.57030 3.50057 4.17588 0.010 0.022 0.034
H 4.63453 1.34984 3.60552 0.030 -0.018 0.018
H 3.97031 0.13294 1.58992 -0.026 0.015 -0.033
```
Positions in Å, forces in eV/Å.

Calculated values
2S+1: 3
net charge: +3
DFT total energy: -143849.17971 eV
LUMO (spin up / spin down): -7.7 / -8.8 eV

=====

No. 7
A molecular structure, C4H10I2N, computed with ωB97M-V with the def2-TZVPD basis set.

```
17
Properties=species:S:1:pos:R:3:forces:R:3
C -0.89363 -1.22546 -1.23499 2.349 0.237 0.538
C 0.14414 -0.09343 -1.36159 -0.849 1.675 2.714
C 0.35377 0.06228 1.25196 -0.764 -1.284 -0.902
C 1.10642 0.05642 -0.10172 -0.120 -0.843 0.527
N -0.72219 1.13730 1.24430 3.471 0.503 3.671
I 2.20261 1.97705 -0.15003 -0.473 -0.745 -0.159
I 2.48178 -1.66229 0.04745 -0.508 0.842 -0.122
H -1.65182 -1.25085 -1.95748 -0.998 0.499 -1.134
H -1.30080 -1.03272 -0.27115 -0.947 -0.600 0.762
H -0.42119 -2.20671 -1.27521 0.081 0.026 0.316
H -0.39727 0.91601 -1.30351 0.592 -1.170 -0.912
H 0.81280 -0.11231 -2.16005 0.615 0.017 -1.754
H -0.11554 -0.92702 1.47290 0.149 0.742 -0.485
H 0.92472 0.28638 2.12253 0.964 0.199 0.327
H -1.24105 0.94752 2.18635 0.693 1.510 -2.350
H -1.21815 1.10969 0.42789 -2.574 -0.507 -2.321
H -0.06458 2.01813 1.06236 -1.681 -1.101 1.283
```
Positions in Å, forces in eV/Å.

Calculated values
2S+1: 1
net charge: +1
DFT total energy: -21993.77608 eV
LUMO: -4.1 eV

=====

No. 8
A gas-phase ion, C6H11N2 (charge +1), computed with ωB97M-V with the def2-TZVPD basis set.

```
19
Properties=species:S:1:pos:R:3:forces:R:3
C 2.40500 1.01478 -0.00275 0.066 1.220 2.513
C 0.91733 1.16767 -0.41028 0.591 0.063 -0.160
C 0.33904 -0.21501 -0.16929 1.710 -1.596 -0.221
C -0.20584 -0.60044 1.19025 2.849 -1.092 1.594
N -1.12600 -0.46490 0.09335 -4.213 0.714 -1.662
C -1.94537 -1.60915 -0.52220 0.126 -0.037 -1.908
C -2.00590 0.71666 0.09864 2.477 -1.499 0.142
N -2.47744 1.76119 0.07890 -0.337 -0.144 0.012
H 2.94224 1.86409 -0.35962 0.362 0.646 -0.423
H 2.86444 0.17144 -0.41207 0.540 -1.440 -1.017
H 2.72552 0.97581 1.10177 -1.268 0.028 -1.299
H 0.99811 1.52099 -1.49529 -0.887 -0.721 1.434
H 0.38457 1.90379 0.23530 0.430 -0.320 -0.690
H 0.92311 -1.11352 -0.70283 -1.940 2.051 0.922
H 0.13358 -1.66690 1.55799 -1.450 2.192 -0.784
H -0.26213 0.19332 1.96390 -0.123 -0.728 -0.585
H -3.01025 -1.44879 -0.50019 -0.362 0.644 1.003
H -1.82446 -1.57237 -1.63261 0.733 -0.194 0.912
H -1.77556 -2.59865 -0.11296 0.697 0.213 0.216
```
Positions in Å, forces in eV/Å.

Calculated values
2S+1: 1
net charge: +1
DFT total energy: -9370.03220 eV
LUMO: -3.5 eV

=====

Q: The lowest DFT total energy belongs to which entry?
A: C38H45AsN3O2S3W